Entry 1:
The following is a quantum chemistry calculation of a structure of composition C38H96F4HgN8O22S4 at a distorted geometry, from the Open Molecules 2025 dataset.

Atoms and positions in Å:
Hg: 0.9455 1.9885 0.8515
S: -0.6276 5.1192 0.9531
S: 0.8525 -1.5185 0.4592
S: -0.8614 -0.8346 1.8530
S: -2.2045 3.6454 0.2866
F: -1.2076 0.5747 2.5605
F: -2.2288 2.0461 0.2223
F: 2.0132 -0.8645 -0.3717
F: 0.9048 5.2783 1.3084
O: 4.7724 -0.0552 -3.2960
O: 2.1657 -5.5525 -2.1862
O: -3.2292 3.7983 1.3273
O: -1.1121 -5.4754 0.8874
O: -11.0665 2.9766 -0.8676
O: -0.4820 -1.6739 2.9786
O: 1.3541 3.0581 2.9691
O: 2.9460 1.2173 1.6789
O: 0.1692 -2.2264 -0.6019
O: -1.1806 5.5634 2.1989
O: 0.4454 1.7383 -1.4867
O: -0.6938 6.0819 -0.1312
O: -3.6758 -2.7902 -3.1515
O: 1.6546 -2.2541 1.4296
O: 8.8440 -2.0980 -3.1978
O: -5.5263 1.7204 0.1395
O: -1.9697 1.1105 6.8022
O: -2.0839 -1.2563 1.1589
O: -0.6508 -0.7618 -5.8282
O: 3.2823 2.2926 7.6614
O: -2.4641 4.0111 -1.0888
O: -0.3547 4.5926 4.6448
N: 1.0263 -2.9417 -4.6668
N: 2.7455 3.1415 -0.3435
N: 0.3564 -0.1115 0.9816
N: 0.7198 2.8265 8.5742
N: -7.4466 3.5198 -1.1003
N: -3.6452 -4.8992 -0.5470
N: 7.6149 0.3694 -3.9042
N: -0.5145 3.6096 0.7393
C: 0.0903 -3.0495 -5.8020
C: -0.6580 3.2543 4.4021
C: 3.2763 0.3523 2.7653
C: -9.7383 3.4357 -0.5962
C: -2.1950 0.1093 5.8185
C: -4.8889 0.5173 0.6386
C: 1.0906 2.7041 -2.3573
C: 3.1192 2.4822 9.0500
C: -6.3269 3.0446 -1.9059
C: -11.2570 1.5300 -0.8130
C: 5.1249 0.6728 -4.4817
C: 1.0240 -5.9181 -1.4336
C: -0.6092 2.2341 8.4292
C: -2.4330 -5.9866 1.2050
C: -5.7134 1.7129 -1.3035
C: 1.6821 2.0432 9.4137
C: -2.5441 -2.4190 -2.4475
C: -3.2326 -6.1819 -0.0389
C: 8.1105 -0.7037 -4.8488
C: 2.0574 -4.2387 -2.7954
C: 0.8785 -4.2054 -3.8943
C: 6.5498 1.2543 -4.4022
C: 0.0366 -1.7308 -6.5932
C: -4.2189 -4.9457 -1.8699
C: -0.6573 1.1155 7.3578
C: 0.6522 2.5482 4.1322
C: 2.0464 3.6231 -1.5573
C: -0.2377 -5.2155 1.9771
C: 9.8205 -2.5776 -2.3782
C: -8.6743 2.8229 -1.4487
C: -0.3774 0.8515 -2.2214
C: 9.3507 -1.3768 -4.2529
C: 4.0381 1.2520 0.7012
C: 3.4871 -0.7461 -3.3142
C: 3.5670 1.9610 -0.6053
C: -4.6974 -3.5344 -2.4581
C: -0.3627 0.5173 -6.3304
C: 4.4915 2.7525 7.0726
H: -5.4293 -0.3949 0.3858
H: 1.5635 2.3317 10.4581
H: -2.8372 -4.2960 -0.6059
H: 0.6164 0.8272 -5.9649
H: 10.1114 -0.6664 -3.9295
H: -8.5500 1.7637 -1.2234
H: 3.8615 1.8873 9.5822
H: -1.0638 0.3283 -1.5556
H: 10.4321 -3.2556 -2.9735
H: -0.8891 -3.3946 -5.4706
H: -7.1703 3.2716 -0.1610
H: -1.1043 2.8599 5.3150
H: -4.0682 -6.8241 0.2394
H: -5.6115 3.8633 -1.8284
H: 4.4064 1.4917 -4.5196
H: 4.6421 3.7938 7.3575
H: -5.1095 -5.5742 -1.8699
H: 8.2260 -0.2557 -5.8357
H: -3.2271 0.2018 5.4803
H: -1.0304 1.4119 -2.8904
H: 3.3872 3.8762 -0.0816
H: 0.5775 -3.8088 -6.4137
H: 2.6720 -0.0394 -3.4702
H: 7.3470 -1.4536 -5.0559
H: -1.3126 3.0090 8.1245
H: 0.5673 1.4627 4.0819
H: -1.8274 -1.9003 -3.0841
H: 0.6237 -6.8126 -1.9109
H: 9.7964 -1.9806 -5.0435
H: 1.6034 0.9608 9.3122
H: -4.8322 1.5208 -1.9156
H: -0.9568 1.9455 9.4212
H: -4.9644 -2.8406 -1.6610
H: -0.4664 0.1725 7.8700
H: 4.4758 2.2590 -1.1280
H: 6.7190 1.6900 -5.3869
H: -0.5645 -1.8720 -7.4914
H: 1.0345 -1.3571 -6.8229
H: 1.8875 -3.4415 -2.0717
H: -4.8575 0.6583 1.7190
H: 1.9764 3.6905 3.3356
H: -9.3539 3.4389 0.4238
H: -2.6014 -6.6714 -0.7806
H: -1.3504 3.1635 3.5652
H: 0.3733 3.4431 -2.7144
H: 0.0310 -6.2235 2.2933
H: 2.7923 3.7778 -2.3369
H: 6.5949 2.0756 -3.6871
H: 1.3011 -6.2724 -0.4408
H: 0.1149 -0.0117 -2.6694
H: 0.8544 -2.1287 -4.0927
H: 4.8655 0.1518 -5.4033
H: 10.5465 -1.8981 -1.9317
H: 4.1369 0.7882 3.2726
H: 0.0987 1.3676 6.6142
H: -11.0328 1.0106 -1.7447
H: 3.4779 -0.6417 2.3661
H: 1.7402 4.6487 -1.3514
H: -3.9888 0.1853 0.1212
H: -2.0813 -0.8979 6.2195
H: -6.3477 0.8789 -1.6041
H: -2.0719 -3.3169 -2.0488
H: 4.9445 1.7322 1.0700
H: -9.7527 4.5023 -0.8200
H: -12.3328 1.3659 -0.7513
H: 5.3827 2.1893 7.3494
H: 0.6295 -4.6623 1.6166
H: 1.0969 3.1194 7.6842
H: -1.4834 0.3322 5.0235
H: 2.4711 0.2400 3.4914
H: -6.6505 2.9320 -2.9407
H: 1.5457 2.2556 -3.2403
H: -3.5653 -5.3957 -2.6172
H: -8.8832 2.9862 -2.5059
H: 3.1967 1.2359 -1.3300
H: -10.7943 1.2258 0.1258
H: 3.4858 -1.4792 -4.1208
H: -0.3832 0.5988 -7.4172
H: 4.1837 0.2191 0.3848
H: 3.1594 3.5303 9.3467
H: 1.3764 2.6877 4.9348
H: -0.5217 5.0806 3.8351
H: -2.7133 -1.7907 -1.5730
H: 0.9637 -5.0418 -4.5880
H: 4.3399 2.8035 5.9944
H: -0.0843 -4.3405 -3.4015
H: -5.4964 -3.6929 -3.1823
H: 9.3947 -3.1729 -1.5705
H: -1.1427 1.1965 -5.9864
H: 2.9574 -4.0246 -3.3718
H: -3.0111 -5.3517 1.8764
H: 7.2044 -0.2188 -3.1931
H: 0.2227 -5.1832 -1.3569
H: -0.6590 -4.6271 2.7922
H: -2.3365 -6.9526 1.7007
H: 3.2425 -1.2043 -2.3559

Force components x, y, z for each atom (eV/Å):
-0.42 0.87 0.43
2.27 6.11 0.97
4.57 -2.74 -1.71
-3.64 0.86 2.67
-2.52 -2.40 0.37
-0.41 -0.63 -0.25
0.31 -0.60 -0.46
1.28 0.82 -1.17
1.99 0.03 0.20
-0.08 -0.67 0.21
0.17 1.79 -0.37
1.80 0.41 -1.43
-1.57 0.64 -0.42
0.17 -0.95 0.14
-0.04 1.16 -1.24
-0.41 -0.05 1.26
2.06 -0.08 -0.48
-0.37 0.49 1.09
-0.76 0.01 0.70
0.67 0.38 -2.03
-0.31 -1.07 -0.05
-1.04 -0.44 -1.43
-1.27 0.24 -0.97
-0.95 0.31 0.70
0.38 -0.43 -1.80
0.00 -0.06 0.62
2.33 1.20 0.54
0.07 0.11 0.00
0.25 -0.17 -0.60
0.35 -0.23 0.85
0.18 0.74 0.68
-0.56 -1.31 -0.02
-0.55 -0.93 -1.17
-3.03 -3.03 1.04
0.19 -0.58 1.28
-0.04 -0.05 -0.72
-0.61 0.70 -0.28
0.27 -1.43 -1.44
-3.69 -1.48 -1.58
1.37 1.15 0.05
0.61 -0.08 0.03
0.19 -0.09 -0.15
-0.52 0.66 -0.81
0.34 0.68 0.27
-0.88 0.06 -0.81
-0.90 0.66 1.93
-0.96 -0.38 -0.16
0.63 -0.09 1.96
-0.65 1.77 0.41
-1.23 0.28 0.92
-0.11 -1.01 -0.10
0.35 0.45 -0.49
1.34 -0.10 0.57
-0.35 0.32 -0.72
0.41 1.10 -1.28
0.60 -0.57 1.00
0.61 0.36 -0.25
-0.38 1.56 -0.01
-1.53 -1.27 -1.47
1.83 0.92 1.34
-0.33 -0.60 0.65
-0.86 -0.97 0.72
-1.05 1.28 -0.89
-1.13 0.54 1.00
0.75 -0.47 0.14
1.66 0.11 -0.85
-0.29 -0.76 -0.32
1.32 -1.94 0.67
0.54 0.06 0.51
-1.24 -0.54 0.53
-1.06 1.16 -1.63
-1.86 -0.23 -0.79
0.82 0.81 -0.60
1.37 -0.14 0.39
1.98 -0.17 0.84
-0.47 0.48 0.44
-0.76 0.87 0.40
-1.28 0.01 0.33
-0.28 -0.21 0.15
0.21 0.06 0.46
0.16 0.30 -0.05
-0.07 0.33 0.09
-0.36 -0.44 -0.30
0.08 0.04 0.32
0.00 0.40 0.57
0.39 -0.44 0.02
-0.33 0.15 -0.23
-0.23 0.17 0.45
-0.18 -0.31 -0.11
-0.29 0.07 -0.32
0.51 -0.32 -0.33
0.05 0.70 -0.10
0.23 0.22 0.24
-0.16 -0.11 0.23
0.74 0.22 0.01
0.15 0.21 -0.12
0.24 -0.06 -0.38
-0.26 0.26 0.45
-0.45 -0.12 -0.41
-0.11 0.32 -0.32
-0.09 -0.43 0.39
0.04 0.12 -0.23
-0.30 -0.10 -0.54
-0.22 -0.10 -0.30
-0.41 -0.07 -0.17
0.23 -0.60 0.03
-0.21 -0.16 -0.10
0.82 0.07 0.61
0.03 -0.44 -0.05
-0.75 -0.46 0.42
0.31 -0.41 -0.41
0.46 0.17 0.00
0.57 -0.15 -0.07
0.30 -0.16 -0.47
0.23 -0.25 -0.13
-0.06 -0.10 0.25
0.55 -0.19 -0.27
-0.01 0.32 -0.40
-0.72 -0.72 0.67
0.09 -0.62 -0.14
-0.09 -0.22 -0.06
-0.58 -0.32 -0.26
0.55 0.11 0.76
0.63 0.28 -0.18
-0.53 0.19 -0.06
0.20 0.45 0.18
0.71 0.43 -0.57
-0.43 0.04 0.17
0.57 -0.78 -0.07
-0.33 0.85 -0.07
0.20 -0.24 0.15
0.13 -0.34 -0.24
1.02 0.00 0.18
0.22 -0.09 0.14
-1.01 -0.38 0.20
0.86 1.25 0.42
0.32 -0.13 0.03
-0.52 -0.26 0.36
0.57 -0.06 -0.03
-0.11 -0.12 0.48
-0.19 0.04 -0.21
-0.13 0.26 0.41
-0.07 -0.31 -0.01
-0.08 -0.16 -0.19
0.22 -0.30 0.03
-0.19 -0.61 -0.41
-0.27 0.39 -0.36
0.25 -0.28 -0.01
0.28 -0.44 0.30
0.40 -0.09 -0.29
-0.04 -0.16 -0.07
-1.03 0.14 0.41
0.21 -0.82 -0.39
-0.13 -0.14 0.06
0.09 -0.37 -0.26
0.66 -0.09 0.29
0.49 0.31 -0.21
-0.36 0.23 0.61
-0.22 0.35 -0.48
-0.42 0.28 0.16
0.39 -0.03 -0.01
0.06 -0.51 0.01
-0.29 0.34 0.05
0.08 0.11 0.12
-0.24 0.14 -0.05
0.16 0.05 0.28
0.21 -0.29 0.33
0.28 0.45 0.15
-0.22 0.41 0.70
0.30 0.24 0.05
-0.37 -0.04 -0.03
0.23 -0.27 0.19
0.73 -0.07 0.01

Computed properties:
Multiplicity = 2
⟨S²⟩ = 0.76
Charge = -1
Molecular weight = 1422.070 g mol⁻¹
Frontier orbital gap (alpha / beta) = 0.158 / 0.301 Ha
Highest occupied orbital energy (alpha / beta) = -2.94 / -6.55 eV


Entry 2:
The following is a quantum chemistry calculation of a cluster of 9 separate species, C39H100N4O13 in total at a distorted geometry, from the Open Molecules 2025 dataset.

Atoms and positions in Å:
O: 0.8227 4.9999 4.7502
O: -0.8532 -9.3345 3.7851
O: 4.6486 -0.1388 -6.8702
O: -1.5505 -0.6538 -3.5039
O: -2.5856 7.9365 -0.1861
O: -3.9769 -7.1289 4.8200
O: 0.1851 -1.6117 2.3670
O: 5.9561 -4.8522 -2.1873
O: 2.4320 1.6244 -0.2762
O: -1.1470 3.2572 -4.2860
O: -6.5672 10.0365 2.1792
O: 6.6941 1.2547 3.9364
O: -6.2199 -6.0457 -0.4407
N: -4.5474 -6.3079 2.0616
N: -0.0371 1.4599 1.5213
N: 0.4564 1.0191 -5.0444
N: -3.3950 9.8101 2.2097
C: 4.4613 -0.9607 -7.9655
C: 1.4926 2.6525 -0.1822
C: 6.3091 1.0870 2.5631
C: -7.6912 10.7642 1.5978
C: -0.5207 3.8055 6.2856
C: -2.9843 8.3599 2.2441
C: 0.6399 2.3739 -5.7592
C: 5.7349 -3.8238 -3.1610
C: 0.4801 -9.0699 4.0409
C: -0.5031 0.1558 -5.6283
C: 4.3652 -3.2584 -2.6869
C: -0.5243 -0.9677 1.3124
C: -2.5371 3.5868 -4.1195
C: -2.7524 0.0676 -3.4091
C: 5.6086 -0.7641 -8.8738
C: -0.6103 3.2692 -5.6706
C: -2.0324 7.9372 1.1148
C: -1.7180 8.2294 -1.2126
C: -5.2263 -6.6303 4.4480
C: -5.3332 -7.1287 2.9643
C: 1.2527 -9.3357 2.7254
C: 3.5601 1.7617 -1.1090
C: 6.8577 -2.7861 -3.2796
C: -0.8981 -1.0087 -4.7048
C: -5.5599 10.9767 2.5763
C: 4.4157 -2.3991 -7.5367
C: 1.9546 3.2098 5.7545
C: 1.0020 -2.6917 2.0014
C: -4.4144 10.1755 3.1857
C: 5.4745 -0.1323 2.3147
C: -4.3187 -6.9601 0.7684
C: 0.8752 4.3073 5.9319
C: -5.5154 -7.2825 -0.1616
C: 0.1393 1.9772 0.1063
C: 7.5362 1.1488 1.7486
C: 0.9871 -9.8940 5.2205
C: -5.6513 -5.2157 -1.4741
C: -3.4407 -6.5344 5.9901
C: -1.0905 0.3861 1.6840
H: 0.7819 4.2771 4.1198
H: -5.0056 -8.1650 3.0484
H: 0.3801 -3.5202 1.6626
H: -1.2151 4.5613 5.9187
H: -2.6073 3.9128 -3.0817
H: -8.4318 10.0369 1.2652
H: -2.4971 1.1263 -3.4552
H: 1.4511 3.1423 -1.1551
H: -6.2271 -7.7990 0.4825
H: -2.8582 4.4222 -4.7416
H: -2.1527 7.8513 -2.1378
H: -7.2721 11.3891 0.8092
H: -0.1475 -0.1562 -6.6102
H: -3.7169 -6.1771 2.6214
H: -3.3634 -5.4654 5.7913
H: 1.7783 2.5849 4.8790
H: 2.9924 3.5219 5.6372
H: -1.2974 3.0402 -6.4852
H: 5.6704 0.2985 -9.1086
H: -0.6546 2.6625 -0.1908
H: -1.4802 0.3259 2.7002
H: 6.8904 -2.1878 -2.3691
H: 6.5131 -0.9906 -8.3093
H: -4.7002 -4.8375 -1.0993
H: 1.6139 -2.8843 2.8827
H: 5.3684 -2.8344 -7.2349
H: 3.5729 -0.6888 -8.5356
H: 5.2887 -0.4174 1.2791
H: -5.2068 -5.5442 4.3579
H: -1.4818 9.2932 -1.1839
H: -1.4878 0.6160 -5.7104
H: 7.4595 1.6938 0.8078
H: 3.3408 1.8787 -2.1703
H: -4.8757 9.3013 3.6451
H: -5.5401 -7.8563 -1.0880
H: -4.0124 -6.6504 6.9108
H: -1.0404 8.3795 1.2064
H: 7.7959 -3.2389 -3.6004
H: -5.4494 -5.6347 -2.4599
H: 0.7116 -8.0097 4.1424
H: 6.9770 2.1717 3.9099
H: -6.1483 -6.9198 4.9520
H: -6.3104 -4.3774 -1.7000
H: 4.4546 -2.9351 -1.6498
H: 0.9810 2.2891 -6.7909
H: 0.4327 -9.6273 6.1203
H: 1.7665 2.5501 6.6015
H: 1.5544 2.8728 -5.4385
H: 2.2479 -8.8926 2.7610
H: 0.0704 -0.9270 0.3998
H: -8.1757 11.3423 2.3847
H: -3.6896 10.0587 1.2761
H: -5.1071 11.4110 1.6850
H: -3.9420 10.7824 3.9581
H: 6.5528 -2.0544 -4.0278
H: 0.8951 1.1204 1.7108
H: 1.7565 3.4594 0.5014
H: 5.6656 -1.4040 -9.7544
H: -0.2850 4.2702 -5.9539
H: 4.0706 -2.3015 -3.1177
H: 1.2016 5.0868 6.6204
H: 0.0533 1.2592 -0.7093
H: 2.0722 -9.8180 5.2900
H: -0.7601 2.8613 5.7965
H: -3.3574 -0.2031 -4.2744
H: -3.6387 7.5356 2.5276
H: 1.5145 -10.3937 2.7186
H: 8.3622 1.6351 2.2676
H: 3.8352 -0.1329 -6.3604
H: -3.3192 -0.1784 -2.5111
H: -1.5713 -1.6980 -5.2144
H: 5.8900 -1.0813 2.6536
H: -2.4151 -6.8501 6.1811
H: -6.3274 -7.2977 2.5506
H: 3.6648 -2.3917 -6.7467
H: -3.6595 -7.8212 0.8787
H: -2.0036 0.4754 1.0955
H: 4.4725 -0.0576 2.7371
H: -1.7415 6.9246 1.3945
H: -1.3396 -1.5205 0.8457
H: -2.3691 8.3814 3.1436
H: -1.4162 -8.9244 4.4458
H: 1.5228 -2.4006 1.0892
H: 3.8429 -3.0368 -8.2100
H: 3.4803 -3.8868 -2.7880
H: -5.9377 11.6864 3.3124
H: -3.6564 -6.3101 0.1967
H: -0.8136 7.6538 -1.0153
H: 4.1970 0.8916 -1.2686
H: 0.0327 -1.5115 -4.4421
H: 5.6623 -4.4422 -4.0556
H: 0.6521 -10.9185 5.0587
H: 0.0501 1.0610 -4.1207
H: 4.2427 2.5472 -0.7849
H: 7.8214 0.1368 1.4613
H: -0.5782 3.7004 7.3690
H: 5.6349 1.8677 2.2109
H: 0.7191 -8.9748 1.8461
H: -3.2969 2.8497 -4.3792
H: 6.4816 -5.5645 -2.5589

Force components x, y, z for each atom (eV/Å):
-0.23 0.85 -2.27
-1.25 -0.03 -0.29
0.09 1.07 0.90
1.38 -0.36 1.72
-1.70 0.05 1.42
0.38 -0.62 1.54
-1.05 1.22 0.12
0.61 -0.01 0.92
1.30 -1.56 0.40
-0.22 -0.38 -2.04
-0.75 1.12 -0.25
-0.92 -0.04 -0.45
-0.07 0.11 -1.30
-1.36 -0.52 0.26
-0.80 0.86 -1.70
1.16 1.22 -0.55
-0.25 -1.73 -0.74
0.10 -1.28 -1.33
-0.66 0.06 -0.63
-0.95 0.23 -0.28
1.08 -0.96 0.89
0.52 0.06 0.32
1.63 1.63 0.53
-0.59 -1.20 1.49
-1.10 -0.84 0.40
1.81 0.41 -1.05
-1.54 -0.54 -0.56
0.36 1.21 -0.27
-0.13 -0.79 -0.76
0.56 0.98 -0.31
0.42 0.09 -1.58
1.61 0.82 -0.17
0.46 0.27 0.74
0.09 -0.77 0.89
0.93 -0.43 0.26
-0.66 0.36 -3.31
-0.83 -0.61 0.60
0.55 -0.89 1.02
0.39 0.52 -0.73
-1.25 0.04 -0.08
0.15 0.03 -0.55
0.51 -1.66 -0.03
-2.04 -0.45 0.46
-1.03 -0.38 1.02
-0.78 0.59 -0.79
-0.10 0.22 0.10
-0.65 -1.69 0.30
2.04 -0.05 -1.33
1.10 -0.40 0.37
-1.73 1.82 1.92
-0.40 0.38 0.19
1.51 -0.34 -1.52
-0.66 0.05 -0.58
0.34 -0.02 0.93
0.26 0.99 -0.30
1.77 -0.23 -0.05
-0.14 0.37 -0.89
0.69 -0.40 -0.19
0.01 -0.56 0.48
-0.10 -0.03 0.30
-0.28 -0.26 -0.03
0.31 0.01 -0.33
-0.44 0.10 0.18
-0.44 0.10 -0.30
-0.24 -0.21 -0.11
0.43 0.47 -0.09
0.00 0.47 -0.08
-0.53 0.12 -0.20
-0.33 -0.44 -0.07
0.80 0.16 -0.90
-0.04 0.34 0.20
-0.52 0.08 -0.25
-0.17 0.37 0.53
-0.71 -0.60 0.57
0.11 -0.05 -0.49
-0.17 0.43 0.64
0.42 0.27 0.26
0.56 -0.34 0.25
0.20 0.02 0.11
0.11 0.32 -0.13
0.15 -0.36 -0.46
-0.15 0.14 0.04
-0.52 -0.04 0.20
0.24 0.89 -0.46
0.04 0.34 0.46
0.12 0.15 -0.60
-0.31 0.71 -0.83
-0.44 0.05 -0.09
-0.82 0.89 -0.16
0.12 -0.14 0.18
1.45 -0.17 0.08
-0.34 -0.37 -0.13
-0.19 1.13 -0.45
0.05 0.12 0.39
-0.14 -0.96 0.08
-0.61 0.42 0.84
0.22 0.11 0.68
0.44 -0.43 0.81
-0.19 -0.06 0.57
0.19 -0.58 0.33
-0.83 -0.85 -0.43
0.48 0.43 0.28
0.83 -0.30 0.16
-0.29 0.02 1.23
-0.09 0.50 0.07
0.92 0.62 0.05
0.06 0.40 -0.05
-0.23 -0.19 -0.13
-0.46 0.87 -0.11
-0.01 -0.03 0.25
0.05 -0.09 -0.35
-0.15 -0.71 0.62
0.20 -0.20 0.58
-0.51 0.16 -0.05
-0.01 0.42 0.43
0.28 0.04 -0.76
0.03 -0.38 0.65
0.11 -0.91 0.25
-0.12 -0.08 0.43
0.07 -0.10 0.02
-0.50 0.22 -0.13
-1.27 0.43 -0.73
-0.51 -0.31 -0.70
0.01 -0.19 0.17
-0.06 0.05 0.23
0.44 -0.13 0.11
0.15 -0.12 -0.54
0.41 0.14 0.66
-0.13 -0.49 -0.27
-0.45 0.78 0.43
0.43 -0.31 0.91
-0.28 -0.74 0.14
0.35 0.91 -0.46
0.07 0.16 0.28
-0.30 -0.66 -0.16
-0.57 -1.04 0.90
0.61 -0.41 0.05
-0.08 0.03 0.10
0.89 -0.05 0.15
0.69 -0.12 -0.74
0.47 -0.46 0.00
-0.18 0.29 -0.26
-0.02 0.40 -0.02
0.55 0.08 -0.45
-0.40 -0.74 1.33
-0.22 -0.30 0.45
-0.35 0.83 -0.77
0.44 -0.23 -0.27
0.73 1.42 0.61
-0.12 0.32 0.05
0.46 -0.04 0.15
-0.38 -0.17 -0.01
-0.01 0.73 0.53
-0.02 -0.27 0.14
0.47 -0.78 0.22
0.12 0.11 -0.07

Computed properties:
SMILES = COCCNCCOC.COCCNCCOC.COCCNCCOC.COCCNCCOC.CC(C)O.CC(C)O.CC(C)O.CC(C)O.CC(C)O
Molecular weight = 833.244 g mol⁻¹
Frontier orbital gap = 0.331 Ha
Highest occupied orbital energy = -8.61 eV